Entry 1:
Computed, not measured: a cluster of 10 separate species, C22H40Cl16O6 in total, with ωB97M-V/def2-TZVPD.

The geometry in ORCA input format:
```
! wB97M-V def2-TZVPD RIJCOSX def2/J DEFGRID3
* xyz 0 1
O 5.5742 -1.0774 5.8791
C 4.8904 -1.2896 4.9254
O 5.4184 -1.5806 3.7189
C 4.4571 -1.9560 2.7904
C 3.1118 -1.8270 3.5925
O 3.5489 -1.4929 4.8943
H 4.4203 -1.3898 1.8608
H 4.4784 -3.0100 2.4990
H 2.5366 -2.7518 3.6043
H 2.4988 -1.0410 3.1468
O -6.5705 5.9362 -0.7114
C -5.7903 5.0342 -0.6276
O -5.8320 3.9526 -1.4198
C -4.5692 3.3486 -1.4807
C -4.0082 3.7576 -0.0769
O -4.7059 4.9707 0.1503
H -4.5782 2.2615 -1.5176
H -3.9660 3.7712 -2.2850
H -2.9332 3.8599 -0.1979
H -4.1383 3.0046 0.7003
Cl -4.3785 -0.3836 -6.3545
C -3.7923 -0.9737 -4.7930
C -3.6840 0.1061 -3.7537
Cl -2.5032 1.3648 -4.2119
H -2.8090 -1.4333 -4.8865
H -4.5148 -1.7366 -4.5111
H -3.3581 -0.1785 -2.7521
H -4.6541 0.5544 -3.5252
Cl -0.7366 -2.0965 -2.8100
C 0.3871 -2.4514 -4.1505
C 0.9586 -3.8350 -3.9345
Cl -0.2827 -5.0721 -4.1000
H 1.1940 -1.7406 -3.9677
H -0.0910 -2.2432 -5.1012
H 1.4360 -3.9340 -2.9600
H 1.7687 -4.0920 -4.6190
Cl -0.1957 -5.4552 3.0128
C -0.4967 -4.5374 1.5383
C -1.5385 -5.1442 0.6181
Cl -0.8298 -6.3073 -0.5081
H 0.4555 -4.3705 1.0346
H -0.7846 -3.5404 1.8708
H -1.7920 -4.3306 -0.0618
H -2.3650 -5.5902 1.1589
Cl 0.7887 1.3794 3.8916
C 1.8240 2.5405 4.7837
C 2.8624 1.8789 5.6714
Cl 3.5956 3.1011 6.7469
H 1.1184 3.2108 5.2733
H 2.2662 3.2550 4.0876
H 3.6911 1.4553 5.1038
H 2.4944 1.0006 6.2003
Cl 0.0154 -2.1456 6.1411
C -0.7894 -2.0427 4.5659
C -2.1852 -2.6596 4.5759
Cl -2.9721 -2.3994 3.0194
H -0.2466 -2.5627 3.7821
H -0.8563 -0.9682 4.4273
H -2.8100 -2.2823 5.3868
H -2.2503 -3.7360 4.7357
Cl 2.8961 5.8357 -1.6863
C 2.3802 4.5074 -0.6076
C 3.2537 3.2634 -0.6628
Cl 2.9889 2.1452 0.7198
H 1.3163 4.2848 -0.6984
H 2.4061 4.9019 0.4098
H 4.2793 3.6185 -0.5765
H 3.1663 2.6898 -1.5802
Cl 2.7315 -0.1289 -6.5335
C 2.0452 1.4948 -6.3676
C 1.0170 1.5245 -5.2628
Cl 1.7254 1.1039 -3.6967
H 1.4640 1.5981 -7.2904
H 2.7025 2.3586 -6.4206
H 0.2009 0.8126 -5.3761
H 0.5305 2.4904 -5.1274
Cl 0.2803 -1.3039 1.1886
C -0.2194 0.3416 0.8400
C -0.4864 0.5462 -0.6524
Cl -1.2923 2.0918 -0.9533
H 0.5250 0.9968 1.2751
H -1.2005 0.5625 1.2669
H -0.9856 -0.2889 -1.1417
H 0.4922 0.4680 -1.1367
*
```

Its SMILES is O=C1OCCO1.O=C1OCCO1.ClCCCl.ClCCCl.ClCCCl.ClCCCl.ClCCCl.ClCCCl.ClCCCl.ClCCCl. Its electronic energy is -236107.4907 eV. The value obtained for the lowest unoccupied orbital energy is -0.082 eV. For the HOMO-LUMO gap, the calculation gives 10.75 eV. The relative energy (zero: lowest compared OMol25 entry of this formula, charge and spin) is 0.0000 eV.

=====

Entry 2:
Computed, not measured: a structure of composition C22H40ClN2O11P2Si4TeY, with ωB97M-V/def2-TZVPD.

The geometry in ORCA input format:
```
! wB97M-V def2-TZVPD RIJCOSX def2/J DEFGRID3
* xyz 0 1
Y -0.1544 -0.2236 -0.6541
O -5.8481 -0.3420 1.6322
C -5.5496 -1.5745 1.2605
O -6.3249 -2.4866 1.3776
C -4.1457 -1.8332 0.8077
C -3.6540 -3.0850 0.4665
Cl -4.3822 -4.6092 0.4540
N -2.3678 -2.9465 0.0902
N -1.9811 -1.6708 0.1954
C -3.0355 -0.9837 0.6191
C -2.8277 0.4927 0.8366
O -3.7013 1.1727 1.3452
O -1.6638 0.9240 0.4695
C -1.4136 -3.9570 -0.2684
C -1.2283 -4.2794 -1.6021
C -0.2758 -5.2359 -1.9265
C 0.4681 -5.8469 -0.9269
C 0.2705 -5.5080 0.4059
C -0.6767 -4.5544 0.7420
H -5.0984 0.2945 1.4980
H -1.8088 -3.7768 -2.3654
H -0.1139 -5.5008 -2.9622
H 1.2061 -6.5944 -1.1871
H 0.8505 -5.9880 1.1826
H -0.8504 -4.2680 1.7712
C 3.8560 1.4644 1.9214
C 2.9950 0.2689 1.5541
O 3.5353 -0.9019 2.1883
P 1.3070 0.3460 2.2429
O 0.6639 1.7681 2.0723
O 1.4926 0.1953 3.8024
O 0.4822 -0.7260 1.6016
P 2.9400 0.0796 -0.2857
O 2.2620 -1.4344 -0.4217
O 4.2665 0.1408 -0.8972
O 1.7546 0.9341 -0.7253
H 3.9074 1.5747 3.0049
H 3.4391 2.3772 1.4949
H 4.8583 1.3141 1.5242
H 3.2075 -1.6800 1.7159
H -0.2714 1.7424 1.7844
H 2.1796 -0.4548 4.0162
H 2.7652 -1.9912 -1.0329
C -1.2037 3.0688 -5.4522
Si -1.3983 1.4800 -6.4294
C -0.6823 1.7141 -8.1523
C -3.2224 1.0666 -6.5600
Si -0.2694 -0.2546 -5.3255
Te -1.5689 -0.5467 -3.1716
Si 1.9737 0.2309 -4.8909
C 2.6529 -1.1642 -3.8232
C 2.9678 0.3047 -6.4834
C 2.1362 1.8791 -4.0194
Si -0.5407 -2.3361 -6.3555
C 0.2808 -2.3745 -8.0459
C -2.3660 -2.7276 -6.5376
C 0.2383 -3.6559 -5.2637
H -1.8400 3.8521 -5.8719
H -0.1734 3.4278 -5.4692
H -1.4935 2.9189 -4.4100
H -1.1863 2.5302 -8.6757
H -0.7967 0.8103 -8.7545
H 0.3827 1.9520 -8.1086
H -3.7808 1.9090 -6.9754
H -3.6342 0.8389 -5.5746
H -3.3923 0.2005 -7.2021
H 2.8363 -2.0522 -4.4310
H 1.9048 -1.4442 -3.0742
H 3.5770 -0.8803 -3.3146
H 2.9126 -0.6338 -7.0383
H 4.0187 0.4985 -6.2534
H 2.6173 1.1026 -7.1408
H 1.4867 1.9550 -3.1488
H 1.8857 2.6954 -4.6992
H 3.1629 2.0242 -3.6727
H -0.1552 -1.6323 -8.7175
H 0.1650 -3.3565 -8.5114
H 1.3496 -2.1648 -7.9689
H -2.8471 -2.0730 -7.2663
H -2.8847 -2.6013 -5.5848
H -2.5041 -3.7598 -6.8697
H 1.3269 -3.6519 -5.3364
H -0.1182 -4.6479 -5.5550
H -0.0313 -3.4826 -4.2187
*
```

Its electronic energy is -119928.0360 eV. The value obtained for the lowest unoccupied orbital energy is -0.152 eV. For the HOMO-LUMO gap, the calculation gives 7.59 eV. The relative energy (zero: lowest compared OMol25 entry of this formula, charge and spin) is 0.3468 eV.